Here is a structure of composition C5H6HgMgO4 from the OMol25 dataset. Energies are from wB97M-V/def2-TZVPD.

Geometry as XYZ:
```
17
Properties=species:S:1:pos:R:3
O -3.315 0.608 -0.982
H 1.017 1.376 0.430
C 0.724 0.666 1.207
C -2.728 0.104 -0.011
O -1.346 0.556 0.087
Mg -3.138 1.954 -2.505
H -0.981 -0.722 1.614
O 5.259 -0.616 -0.420
H 2.452 -0.107 -1.758
H 2.441 -1.870 -1.046
Hg -5.574 -0.872 -0.231
O -3.133 -0.710 0.790
C 2.903 -0.888 -1.146
C -0.612 0.135 1.034
C 4.169 -0.751 -0.794
H 1.382 -0.127 1.588
H 0.480 1.264 2.144
```

As for the net charge: +2. The calculation puts the LUMO energy (spin up / spin down) at -8.6 / -11.2 eV. For the HOMO energy (spin up / spin down), the calculation gives -14.1 / -14.1 eV. As for the spin multiplicity: 3. As for the expectation value of S²: 2.001.



Here is the ion C18H29N2 with charge +1 from the OMol25 dataset. Energies are from wB97M-V/def2-TZVPD.

Geometry as XYZ:
```
49
Properties=species:S:1:pos:R:3
C 2.957 -0.365 -0.212
H -3.848 0.266 -1.172
N 4.173 0.469 -0.232
C 2.443 -0.816 -1.415
H -2.973 -1.904 -1.152
C -4.129 -1.679 0.638
C -2.714 2.476 -0.342
H 3.067 2.264 -0.301
H -1.047 -2.739 -1.253
H -3.474 2.626 -1.106
C -2.899 -1.343 -0.206
C 1.161 -1.409 0.963
H -1.942 -2.193 1.378
H 4.776 2.463 0.139
C 0.610 -1.848 -0.237
H 4.446 0.543 -1.219
H -0.192 2.698 0.772
C -2.919 0.148 -0.603
H 5.051 -0.233 1.555
H -3.849 1.208 1.099
N -1.689 -1.761 0.499
C 5.293 -0.158 0.497
H -1.415 0.155 1.632
H -0.882 2.652 -1.610
H 2.937 -0.582 -2.348
H 0.654 -1.629 1.888
C -1.742 0.619 -1.487
H -2.619 3.381 0.256
C -1.378 1.990 -0.901
H -4.192 -2.752 0.808
C -0.588 1.756 0.388
C -0.719 -2.564 -0.223
H 3.624 1.801 1.311
H -0.898 -0.065 -1.428
H -2.043 0.702 -2.531
C 1.274 -1.557 -1.423
H 6.197 0.437 0.382
C 3.896 1.834 0.258
H -5.036 -1.363 0.131
H -1.764 1.784 2.231
C -2.940 1.219 0.501
C 2.328 -0.670 0.986
H -4.077 -1.174 1.599
H 0.871 -1.897 -2.364
C -1.655 1.171 1.336
H 0.247 1.071 0.234
H 2.723 -0.330 1.930
H 5.471 -1.159 0.107
H -0.574 -3.545 0.249
```

As for the energy above the lowest of the compared OMol25 structures with the same formula, charge and spin: 0.0 kJ/mol. As for the net charge: +1. The calculation puts the LUMO energy at -2.7 eV. For the HOMO energy, the calculation gives -11.1 eV. As for the spin multiplicity: 1.



Here is a cluster of 2 separate species, C4H10N3 in total from the OMol25 dataset. Energies are from wB97M-V/def2-TZVPD.

Geometry as XYZ:
```
17
Properties=species:S:1:pos:R:3
C 3.030 -0.195 -0.120
H -1.055 -1.348 -0.001
H -2.808 -0.527 -1.284
N -2.111 0.769 0.097
H -3.045 -1.172 0.285
C 3.528 0.996 0.009
H -0.295 1.207 0.792
C -0.868 0.448 0.345
C -3.053 -0.244 -0.289
H 4.300 1.109 0.874
N -0.406 -0.723 0.370
H 0.696 -0.827 0.278
H -4.062 0.114 -0.187
N 2.236 -1.107 -0.033
H -2.364 1.761 0.336
H 3.747 1.564 -0.826
H 2.530 -1.826 -0.647
```

As for the energy above the lowest of the compared OMol25 structures with the same formula, charge and spin: 232.8 kJ/mol. As for the net charge: +1. The calculation puts the LUMO energy at -2.8 eV. For the HOMO energy, the calculation gives -13.4 eV. As for the spin multiplicity: 1.



Here is a cluster of 7 separate species, C37H72FIO23S2 in total from the OMol25 dataset. Energies are from wB97M-V/def2-TZVPD.

Geometry as XYZ:
```
136
Properties=species:S:1:pos:R:3
H 0.747 2.024 -0.177
O -5.833 -1.361 -0.252
H 6.216 0.067 2.184
H 11.395 3.413 2.435
H 4.341 4.823 2.129
H 5.430 -5.124 -3.140
H -2.657 -0.977 4.523
H 7.350 -0.391 0.907
C -0.810 6.263 7.668
C -0.976 -5.002 -3.852
O 4.782 -2.549 -3.836
H -1.696 6.628 8.187
H -1.002 3.594 2.922
H -2.462 -6.971 -4.899
H -4.510 3.531 9.999
C -0.174 2.000 -0.756
H 11.169 2.937 0.731
C -0.772 0.113 4.567
C -5.807 -2.788 -3.438
C -4.904 -0.763 0.658
O -0.557 -3.747 -3.980
C -4.376 2.779 9.224
C 4.474 -0.378 -2.325
H -4.163 -4.019 -2.778
H -0.068 5.969 8.413
O -6.238 -2.306 -2.153
H 0.510 1.289 1.645
H 0.249 -0.236 4.415
H 5.617 -0.355 0.570
H -2.807 0.499 -1.372
H 0.230 5.033 1.190
H -5.727 -4.846 -2.816
H -4.872 -4.499 -4.327
O -1.578 3.943 7.531
O -4.137 -1.586 -1.723
C -6.282 -5.403 -6.860
H -5.568 -2.820 -6.607
H -5.025 -3.837 -5.248
H -8.477 -6.310 -9.341
O -1.505 3.078 1.045
C -2.858 -6.345 -4.101
H 2.739 -1.497 -2.889
C 10.922 2.703 1.764
H -3.926 -6.203 -4.245
H -2.670 -6.815 -3.139
C 0.622 4.151 1.706
O -2.276 -5.040 -4.161
O -5.120 -4.794 -7.095
S -1.385 0.760 2.983
H -1.625 0.865 -2.673
I 3.348 2.313 5.017
H 0.692 1.910 3.305
C -1.688 -1.027 5.023
C 3.684 4.617 2.976
O 1.217 4.539 2.950
C -0.759 0.599 -0.701
C -1.145 3.093 -0.326
O 6.228 -3.390 -2.319
O -3.637 4.853 7.769
H -7.835 -7.368 -6.536
F 0.348 -0.255 -0.894
S 2.053 6.692 4.022
C -5.288 -1.748 -1.406
H -4.450 1.784 9.654
C -5.097 -4.119 -3.329
C -1.146 5.093 6.772
O -7.093 -5.073 -6.033
C 5.388 -2.472 -2.796
H 2.404 0.175 -2.421
C -0.501 3.179 2.043
C 3.005 -0.703 -2.194
C -7.603 -7.195 -7.586
H -4.357 0.037 0.165
C 6.422 0.139 1.115
H 4.107 6.680 5.202
H -1.142 0.366 0.295
H 4.761 0.439 -1.664
H 4.728 -0.095 -3.347
C 0.011 1.805 2.462
H 1.045 -4.028 -2.701
H -0.262 4.757 6.237
O 9.515 2.834 1.990
H 0.111 2.208 -1.794
O -0.322 -5.943 -3.481
H 4.278 7.468 3.601
O -3.061 2.865 8.669
H 0.875 -2.444 -3.459
C 0.826 -3.515 -3.638
C 1.779 -3.932 -4.735
H -0.396 7.071 7.066
H 1.729 -5.009 -4.896
O 1.494 6.061 5.186
H -1.768 -0.759 -1.994
H -1.255 -1.994 4.772
C -1.806 0.305 -1.755
C 3.457 3.124 3.027
O 5.315 -1.474 -1.923
H -2.091 2.946 -0.850
H -7.370 -8.151 -8.051
C -2.831 3.980 7.969
H 2.311 5.853 1.820
H -0.759 0.925 5.293
C 6.360 -4.557 -3.137
H 6.760 1.690 -0.358
H -5.495 -0.363 1.476
H 2.803 -3.668 -4.470
H -8.994 -5.564 -7.821
H 6.626 -4.285 -4.156
H 7.153 -5.144 -2.684
H 1.395 3.702 1.076
O 3.344 2.410 2.088
O 7.480 2.318 1.486
H -5.177 -2.036 -3.912
C -8.744 -6.509 -8.303
H -3.867 -3.325 -6.490
C 8.755 2.130 1.148
O -6.380 -6.444 -7.686
O 1.321 7.727 3.342
H -4.202 -1.507 1.031
C -4.895 -3.622 -6.306
O 9.158 1.458 0.236
H 3.432 8.304 4.918
C 2.336 5.359 2.794
H -6.725 -2.882 -4.014
H -1.856 -0.993 6.098
C 3.637 7.332 4.471
H -1.914 5.353 6.044
H 11.250 1.692 1.997
H -0.778 4.076 -0.640
C 6.517 1.591 0.701
H 5.574 2.100 0.888
H 4.209 4.910 3.881
H 1.524 -3.436 -5.674
H 2.766 -1.031 -1.184
H -9.628 -7.147 -8.288
H -5.130 2.914 8.452
```

As for the energy above the lowest of the compared OMol25 structures with the same formula, charge and spin: 0.0 kJ/mol. As for the net charge: 0. The calculation puts the LUMO energy at -0.1 eV. For the HOMO energy, the calculation gives -8.4 eV. As for the spin multiplicity: 1.



- What is the formula in the fourth record?
  C37H72FIO23S2